This record from the Open Molecules 2025 dataset describes a structure of composition C7H15NO2. The level of theory is ωB97M-V with the def2-TZVPD basis set.

Properties
Net charge ... 0
Orbital gap ... 8.01 eV
DFT total energy ... -480.8268 Eh

Each line ends with the natural charge from an NBO analysis.
Atoms and positions in Å:
C 1.360 -0.175 -0.523  0.3238
C 2.395 0.537 -1.352  -0.6689
C 1.805 -0.704 0.811  -0.6692
C 0.206 1.500 0.187  0.5671
N 0.448 -0.934 -1.170  -0.7914
O -0.195 2.180 -0.930  -0.7371
O 0.624 2.084 1.159  -0.6337
H -0.131 3.133 -0.746  0.4801
H -0.463 -1.042 -0.604  0.4154
H 0.211 -0.581 -2.092  0.3765
H 0.957 -1.087 1.378  0.2244
H 3.146 -0.181 -1.694  0.2276
H 1.944 1.005 -2.226  0.2289
H 2.895 1.301 -0.759  0.2374
H 2.289 0.079 1.390  0.2420
H 2.508 -1.528 0.657  0.2245
C -1.952 -1.189 1.672  -0.6649
C -1.849 -0.404 0.399  -0.2103
C -2.871 -0.168 -0.415  -0.4079
H -0.791 0.502 0.365  0.1899
H -2.977 -1.517 1.870  0.2129
H -1.613 -0.590 2.521  0.2263
H -1.316 -2.081 1.642  0.2131
H -3.861 -0.589 -0.242  0.1903
H -2.768 0.451 -1.298  0.2030



This record from the Open Molecules 2025 dataset describes a cluster of 20 separate species, C91H136N12O17 in total. The level of theory is ωB97M-V with the def2-TZVPD basis set.

Properties
Net charge ... 0
Orbital gap ... 9.79 eV
DFT total energy ... -5484.7070 Eh

Each line ends with the Löwdin charge.
Atoms and positions in Å:
C -2.421 -4.995 5.871  -0.0426
O -2.190 -4.717 4.506  -0.0405
C -2.732 -3.656 3.866  -0.5633
O -3.534 -2.882 4.398  0.0982
O -2.343 -3.627 2.604  0.0180
C -2.770 -2.558 1.794  -0.0481
H -1.578 -4.602 6.439  0.0705
H -2.342 -6.075 5.994  0.0945
H -3.322 -4.584 6.327  0.1014
H -3.794 -2.211 1.930  0.1007
H -2.585 -2.811 0.750  0.0640
H -2.129 -1.694 1.972  0.0748
C -2.083 -6.168 -3.620  -0.1202
O -2.950 -5.110 -3.455  -0.1998
C -3.966 -5.420 -2.491  -0.1546
C -4.709 -4.146 -2.046  -0.1724
O -3.832 -3.122 -1.606  -0.2083
C -4.289 -1.872 -1.152  -0.0931
H -1.586 -6.360 -2.669  0.0763
H -1.356 -5.883 -4.380  0.0873
H -2.597 -7.037 -4.030  0.0944
H -3.567 -5.985 -1.648  0.0949
H -4.563 -6.164 -3.019  0.1284
H -5.287 -4.480 -1.184  0.1227
H -5.455 -3.796 -2.759  0.1214
H -4.353 -1.814 -0.066  0.0645
H -5.237 -1.535 -1.571  0.0991
H -3.609 -1.052 -1.382  0.0703
C 0.155 2.297 1.306  -0.1046
O -0.058 0.944 0.975  -0.2096
C 0.193 0.646 -0.390  -0.1641
C -0.472 -0.724 -0.752  -0.1583
O 0.340 -1.848 -0.449  -0.1858
C -0.086 -3.094 -0.896  -0.1024
H 1.127 2.611 0.924  0.0708
H 0.247 2.417 2.386  0.0770
H -0.697 2.882 0.961  0.0942
H 1.247 0.676 -0.663  0.1149
H -0.250 1.408 -1.032  0.0943
H -0.815 -0.762 -1.786  0.1097
H -1.397 -0.746 -0.175  0.0963
H 0.540 -3.916 -0.546  0.0781
H 0.049 -3.104 -1.978  0.0781
H -1.146 -3.248 -0.698  0.0685
C 0.462 -6.370 3.858  -0.0954
O 0.913 -7.694 3.674  -0.1671
C 0.949 -8.214 2.364  -0.1932
C -0.403 -8.276 1.620  -0.1820
O -0.571 -7.012 0.991  -0.2082
C -1.878 -6.678 0.521  -0.1058
H 1.024 -5.954 4.694  0.0903
H -0.611 -6.466 4.023  0.0743
H 0.565 -5.678 3.022  0.0856
H 1.262 -9.258 2.392  0.1213
H 1.692 -7.764 1.706  0.1110
H -1.158 -8.412 2.395  0.1247
H -0.521 -9.064 0.877  0.1235
H -2.668 -6.650 1.272  0.0887
H -2.276 -7.368 -0.222  0.0736
H -1.921 -5.699 0.044  0.0700
C -8.397 2.862 2.780  -0.1333
O -7.109 2.422 3.088  -0.1983
C -5.973 3.225 2.625  -0.1249
C -4.603 2.663 3.168  -0.1194
O -4.028 1.799 2.146  -0.1949
C -2.963 1.010 2.538  -0.1296
H -9.068 2.046 3.048  0.0869
H -8.494 2.963 1.699  0.0830
H -8.725 3.747 3.325  0.0838
H -6.093 4.214 3.066  0.1149
H -5.942 3.296 1.538  0.0928
H -4.731 2.060 4.067  0.1235
H -3.894 3.456 3.408  0.0889
H -2.504 0.575 1.650  0.0727
H -3.213 0.138 3.143  0.0851
H -2.226 1.587 3.097  0.0672
C 8.199 -5.636 -0.449  -0.1050
O 6.880 -5.121 -0.440  -0.1793
C 6.871 -3.803 0.086  -0.1817
C 5.469 -3.134 -0.051  -0.1971
O 4.473 -3.834 0.644  -0.2056
C 3.180 -3.333 0.585  -0.1119
H 8.175 -6.680 -0.760  0.0917
H 8.537 -5.658 0.587  0.0836
H 8.905 -5.023 -1.009  0.0860
H 7.614 -3.184 -0.417  0.1042
H 7.078 -3.730 1.154  0.1272
H 5.127 -3.163 -1.086  0.1050
H 5.475 -2.076 0.210  0.1074
H 2.856 -3.225 -0.450  0.0665
H 3.202 -2.359 1.074  0.0944
H 2.498 -4.011 1.099  0.0905
C -3.171 3.132 6.674  -0.0882
O -2.125 2.526 5.897  -0.2231
C -0.915 3.346 5.699  -0.1441
C -1.086 4.452 4.689  -0.2314
O -1.718 4.019 3.553  -0.2178
C -2.029 5.061 2.623  -0.0776
H -3.022 3.371 7.727  0.0874
H -4.073 2.530 6.567  0.0846
H -3.431 4.031 6.116  0.0756
H -0.139 2.633 5.420  0.1057
H -0.502 3.703 6.643  0.1162
H -0.068 4.758 4.449  0.1136
H -1.714 5.245 5.097  0.1253
H -2.591 4.573 1.827  0.0785
H -1.162 5.552 2.181  0.0878
H -2.688 5.810 3.063  0.0920
C -1.872 3.696 -10.088  -0.1306
O -2.388 3.507 -8.782  -0.1572
C -1.988 4.654 -8.057  -0.2340
C -2.477 4.531 -6.633  -0.1704
O -1.502 3.914 -5.797  -0.1966
C -0.987 2.651 -6.101  -0.1221
H -0.802 3.604 -10.275  0.0849
H -2.185 4.623 -10.568  0.0871
H -2.199 2.856 -10.702  0.0849
H -2.457 5.580 -8.389  0.1265
H -0.905 4.734 -7.961  0.1330
H -3.338 3.864 -6.612  0.1276
H -2.731 5.492 -6.187  0.1205
H -0.454 2.558 -7.047  0.0868
H -1.736 1.861 -6.058  0.0708
H -0.259 2.259 -5.391  0.0641
N 3.237 -3.661 -6.931  0.0605
C 4.077 -3.331 -7.959  -0.1431
C 4.220 -2.036 -8.442  -0.0784
C 3.426 -1.036 -7.892  -0.1001
C 2.433 -1.331 -6.972  -0.0730
C 2.492 -2.628 -6.403  -0.1319
H 4.677 -4.134 -8.361  0.0959
H 4.930 -1.764 -9.208  0.0973
H 3.472 -0.003 -8.203  0.1034
H 1.726 -0.570 -6.676  0.0931
H 1.726 -2.929 -5.705  0.0810
N -0.587 -1.506 7.156  0.0542
C 0.044 -2.505 6.510  -0.1563
C 0.212 -2.402 5.139  -0.0641
C -0.262 -1.317 4.362  -0.0687
C -0.849 -0.330 5.070  -0.0860
C -1.117 -0.472 6.434  -0.0967
H 0.379 -3.279 7.184  0.1027
H 0.772 -3.138 4.581  0.0959
H -0.151 -1.336 3.288  0.1112
H -1.264 0.534 4.572  0.0749
H -1.502 0.369 6.992  0.0969
N -1.223 -1.143 -6.136  0.0523
C -1.004 -1.811 -4.955  -0.1313
C -1.990 -2.289 -4.138  -0.0915
C -3.258 -2.175 -4.610  -0.0834
C -3.588 -1.581 -5.858  -0.0287
C -2.477 -1.062 -6.623  -0.1358
H -0.014 -1.710 -4.536  0.0805
H -1.795 -2.850 -3.236  0.0818
H -4.037 -2.513 -3.942  0.0837
H -4.624 -1.653 -6.158  0.0924
H -2.504 -0.587 -7.592  0.0954
N 1.985 2.881 7.944  0.0556
C 1.661 1.563 7.905  -0.1458
C 1.416 0.769 9.046  -0.0503
C 1.854 1.337 10.230  -0.0909
C 2.358 2.642 10.357  -0.0559
C 2.273 3.397 9.171  -0.1471
H 1.513 1.178 6.908  0.0701
H 1.015 -0.231 8.980  0.0883
H 1.731 0.733 11.118  0.0996
H 2.736 3.118 11.249  0.0975
H 2.618 4.420 9.198  0.0919
N 4.949 2.270 3.018  0.0610
C 3.785 1.891 2.438  -0.1557
C 2.750 1.125 3.029  -0.0445
C 2.866 0.871 4.424  -0.0601
C 3.973 1.437 5.072  -0.0709
C 5.038 2.080 4.349  -0.1241
H 3.650 2.125 1.392  0.0748
H 1.968 0.657 2.450  0.0845
H 2.081 0.308 4.906  0.0739
H 4.124 1.330 6.136  0.0840
H 5.851 2.529 4.900  0.0973
N 2.435 7.722 3.169  0.0475
C 2.162 6.534 2.550  -0.1216
C 2.373 5.289 3.211  -0.0646
C 2.784 5.333 4.560  -0.0646
C 2.956 6.587 5.213  -0.0808
C 2.784 7.722 4.484  -0.1689
H 2.031 6.564 1.478  0.0742
H 2.200 4.397 2.627  0.0737
H 2.890 4.498 5.236  0.0841
H 3.166 6.565 6.272  0.0953
H 2.839 8.702 4.935  0.0962
N 2.329 0.226 -3.391  0.0699
C 2.943 1.038 -4.253  -0.1546
C 4.122 0.621 -4.909  -0.0489
C 4.637 -0.674 -4.595  -0.0882
C 3.995 -1.540 -3.742  -0.1056
C 2.848 -1.043 -3.150  -0.1213
H 2.450 1.995 -4.331  0.0890
H 4.659 1.273 -5.582  0.0978
H 5.530 -0.979 -5.120  0.1077
H 4.355 -2.520 -3.464  0.0942
H 2.356 -1.754 -2.503  0.0877
N 0.995 5.677 -0.873  0.0544
C -0.251 5.813 -1.459  -0.1222
C -0.733 4.955 -2.418  -0.0647
C -0.019 3.808 -2.720  -0.0676
C 1.201 3.596 -2.075  -0.0684
C 1.674 4.557 -1.141  -0.1500
H -0.774 6.719 -1.190  0.0870
H -1.659 5.178 -2.928  0.0903
H -0.285 2.980 -3.360  0.0842
H 1.731 2.656 -2.128  0.0718
H 2.551 4.464 -0.517  0.0960
N 3.807 -5.349 -2.989  0.0682
C 3.641 -5.591 -1.680  -0.1464
C 2.495 -6.201 -1.202  -0.0568
C 1.505 -6.564 -2.125  -0.0858
C 1.665 -6.345 -3.471  -0.0741
C 2.822 -5.656 -3.875  -0.1206
H 4.519 -5.392 -1.084  0.0857
H 2.344 -6.426 -0.157  0.0894
H 0.623 -7.014 -1.693  0.0888
H 0.904 -6.613 -4.189  0.0872
H 2.917 -5.455 -4.932  0.0778
N -6.208 1.980 -2.415  0.0628
C -5.557 2.276 -1.286  -0.1512
C -4.168 2.121 -1.193  -0.0580
C -3.484 1.645 -2.329  -0.0713
C -4.179 1.274 -3.453  -0.0963
C -5.504 1.548 -3.515  -0.1356
H -6.123 2.593 -0.423  0.0857
H -3.663 2.393 -0.278  0.0852
H -2.415 1.495 -2.286  0.0907
H -3.634 0.928 -4.319  0.0913
H -6.052 1.410 -4.436  0.1033
N -4.492 6.524 -3.725  0.0584
C -4.016 7.771 -3.344  -0.1223
C -3.507 8.061 -2.068  -0.0696
C -3.593 7.025 -1.147  -0.1134
C -4.027 5.759 -1.504  -0.0894
C -4.514 5.514 -2.798  -0.1172
H -4.026 8.594 -4.043  0.0928
H -3.121 8.986 -1.664  0.1019
H -3.378 7.143 -0.095  0.1010
H -4.101 5.005 -0.733  0.0828
H -4.824 4.500 -3.003  0.0857
N 5.384 1.532 -0.545  0.0659
C 5.792 0.385 -1.165  -0.1280
C 7.076 -0.231 -0.999  -0.0646
C 7.972 0.432 -0.133  -0.0605
C 7.593 1.670 0.388  -0.0966
C 6.354 2.166 0.208  -0.1647
H 5.167 -0.036 -1.939  0.0676
H 7.279 -1.121 -1.575  0.0897
H 8.905 -0.005 0.192  0.0996
H 8.300 2.274 0.939  0.1043
H 5.957 3.043 0.696  0.0898



This record from the Open Molecules 2025 dataset describes the molecule C3H5NO2. The level of theory is ωB97M-V with the def2-TZVPD basis set.

Properties
SMILES ... O=C1CCN1O
Net charge ... 0
Orbital gap ... 9.78 eV
DFT total energy ... -322.4040 Eh

Each line ends with the natural charge from an NBO analysis.
Atoms and positions in Å:
O 0.320 -2.329 -0.238  -0.5937
C -0.017 -1.075 -0.248  0.6358
C -0.504 -0.033 -1.226  -0.4716
C -0.107 1.064 -0.065  -0.2346
N 0.362 -0.087 0.567  -0.1565
O 0.353 -0.472 1.895  -0.5407
H 0.265 -0.019 -2.014  0.2348
H -1.442 0.093 -1.654  0.2400
H 0.602 1.832 -0.114  0.2074
H -0.944 1.116 0.680  0.2029
H 1.113 -0.091 2.417  0.4762



This record from the Open Molecules 2025 dataset describes a cluster of 3 separate species, C5H12O2 in total. The level of theory is ωB97M-V with the def2-TZVPD basis set.

Properties
SMILES ... C=CCC.C=O.O
Net charge ... 0
Orbital gap ... 10.11 eV
DFT total energy ... -348.1215 Eh

Each line ends with the natural charge from an NBO analysis.
Atoms and positions in Å:
C -0.854 0.696 -1.311  -0.4536
C -0.852 -0.270 -0.394  -0.1140
C -0.166 -1.603 -0.532  -0.4535
C 0.040 -2.372 0.774  -0.6032
H -1.530 1.542 -1.227  0.1912
H -0.213 0.678 -2.190  0.1986
H -1.476 -0.155 0.494  0.1945
H -0.823 -2.197 -1.181  0.2187
H 0.777 -1.497 -1.087  0.2022
H 0.271 -3.422 0.569  0.2065
H 0.840 -1.946 1.385  0.2235
H -0.873 -2.346 1.380  0.2027
C 0.019 2.874 0.105  0.2931
O 1.226 2.793 0.111  -0.5462
H -0.617 2.350 0.840  0.1322
H -0.507 3.496 -0.639  0.1220
O 1.404 0.309 1.297  -0.9610
H 1.867 -0.167 0.597  0.4601
H 1.468 1.237 1.008  0.4863



This record from the Open Molecules 2025 dataset describes a cluster of 2 separate species, C6H8N2O2 in total. The level of theory is ωB97M-V with the def2-TZVPD basis set.

Properties
Net charge ... 0
Orbital gap ... 9.57 eV
DFT total energy ... -493.2283 Eh

Each line ends with the natural charge from an NBO analysis.
Atoms and positions in Å:
C -0.989 -0.177 1.571  -0.4287
C -2.357 0.162 1.261  -0.0556
C -0.556 -0.353 0.265  0.1510
C 1.563 -0.754 0.208  0.1011
C 2.234 0.504 0.406  0.2951
C -1.203 0.140 -2.086  -0.3906
N -2.583 0.300 -0.047  -0.2730
N -1.460 0.046 -0.652  -0.2186
O 2.156 -0.159 -0.909  -0.4925
O 3.476 0.586 0.938  -0.6722
H -0.650 -0.602 2.503  0.2366
H -3.193 0.372 1.843  0.2010
H 1.657 -1.737 0.761  0.2240
H 1.585 1.335 0.452  0.1947
H -2.060 -0.420 -2.686  0.2142
H -1.243 1.228 -2.350  0.2088
H -0.296 -0.187 -2.381  0.2193
H 3.920 -0.283 0.904  0.4854